[1]
Formula: C5H14
Source: the OMol25 dataset
Level of theory: ωB97M-V/def2-TZVPD

```
19
Properties=species:S:1:pos:R:3:forces:R:3:lowdin_charge:R:1
C 0.970379 2.171726 1.412766 0.88 4.69 2.07 -0.18
C 0.946759 0.832219 1.951179 2.26 -5.23 1.38 -0.33
C 0.575820 -0.401510 0.907190 -2.87 2.39 1.84 -0.09
H 0.095449 2.840350 1.570746 -0.28 -1.09 -0.59 0.07
H 1.653737 2.843673 2.094252 -0.62 -1.33 -1.15 0.10
H 1.356818 2.349262 0.430203 0.10 -0.39 -0.69 0.06
H 1.988152 0.492366 2.390727 -1.21 0.98 -1.45 0.12
H 0.487178 0.718957 2.961161 -0.82 0.27 -1.09 0.10
H 1.081526 -1.325870 1.122018 0.16 -0.25 0.31 0.04
H -0.609747 -0.550150 1.033082 2.64 0.07 -0.68 0.10
H 0.813318 -0.085894 -0.111898 -0.08 -0.05 0.40 0.02
C -1.939092 -1.458705 -1.865506 0.32 5.58 1.50 -0.17
C -0.520614 -1.117617 -2.283684 1.54 -1.72 2.65 -0.19
H -1.994887 -1.067011 -0.741522 -0.44 -1.85 -2.23 0.10
H -2.619974 -0.801970 -2.437880 -0.10 -0.38 0.38 0.06
H -2.079910 -2.418468 -2.162367 -1.11 -2.96 0.14 0.02
H 0.018630 -2.105836 -1.969174 0.00 1.99 -1.21 0.11
H -0.072932 -0.327836 -1.677587 -0.30 -0.22 0.25 0.02
H -0.316874 -0.718255 -3.233437 -0.07 -0.49 -1.84 0.04
```
Positions in Å, forces in eV/Å.

Output
- Relative energy (zero: lowest compared OMol25 entry of this formula, charge and spin): 2.210 eV
- DFT total energy: -5409.8392 eV

---

[2]
Formula: C5H14
Source: the OMol25 dataset
Level of theory: ωB97M-V/def2-TZVPD

```
19
Properties=species:S:1:pos:R:3:forces:R:3:mulliken_spin:R:1
C 1.045024 -0.890157 -0.157660 0.07 -0.39 1.91 0.11
C 1.349662 -0.157231 1.141114 1.05 -0.57 -0.47 0.12
C 0.580459 -2.321448 0.077241 -0.56 1.26 0.13 0.10
H 0.289010 -0.297226 -0.708002 0.25 -0.22 -1.23 0.10
H 2.037310 -0.871708 -0.676837 -0.38 0.69 -0.50 0.11
H 0.387737 0.168829 1.623600 -0.24 -0.08 -0.29 0.14
H 0.940049 -2.928483 -0.776992 0.33 0.03 0.12 0.08
H 2.081482 0.635885 1.021059 -0.30 0.29 -0.13 -0.01
H 1.766892 -0.791244 1.931502 -0.13 -0.10 0.35 0.05
H 0.910389 -2.582891 1.073192 0.04 -0.82 -0.15 0.00
H -0.497101 -2.491003 -0.017529 -0.16 0.01 0.12 0.04
C -1.120132 1.650864 -1.237186 0.25 -0.63 0.73 0.01
C -1.711726 1.634981 0.147341 -1.47 -0.83 0.69 0.06
H -0.023383 1.801584 -1.213529 -0.23 0.31 -0.14 0.03
H -1.309293 0.681019 -1.694956 -0.04 0.15 -0.42 0.00
H -1.575099 2.446493 -1.827057 0.20 -0.02 -0.25 0.03
H -1.093795 1.204886 0.964044 0.40 0.29 -0.11 0.03
H -2.581615 0.944318 0.226467 0.38 0.20 -0.37 0.01
H -2.134945 2.563361 0.515149 0.54 0.43 0.00 0.00
```
Positions in Å, forces in eV/Å.

Output
- Spin multiplicity: 2
- Relative energy (zero: lowest compared OMol25 entry of this formula, charge and spin): 0.683 eV
- DFT total energy: -5400.4221 eV
- Net charge: +1